Entry 1:
Here is an isolated ion of composition C2H10N3 and charge +1 from OMol25. Energies are from ωB97M-V/def2-TZVPD.

Calculated values
- SMILES = NC[NH2+]CN
- LUMO energy (eV) = -3.2
- ΔE to the lowest compared entry with this formula, charge and spin (kcal per mole) = 34.4

Geometry as ORCA input:
```
! RIJCOSX wB97M-V def2-TZVPD def2/J DEFGRID3
* xyz 1 1
C 0.48572 0.60332 0.97325
N 1.71398 0.05416 1.45171
H 0.68456 1.36431 0.20978
H 0.04386 1.15955 1.79363
H 2.48844 0.72065 1.35972
H 1.84280 -0.24578 2.40822
N -0.42210 -0.39720 0.39508
C -0.43476 -0.62046 -1.13272
N -1.28635 0.33991 -1.74545
H -0.51649 -1.27168 0.91956
H -1.35057 0.00745 0.57640
H -0.94955 -1.57720 -1.21127
H 0.61619 -0.72745 -1.41280
H -0.77378 0.88983 -2.42232
H -2.15522 -0.04933 -2.07250
*
```

Atomic partial charges in e from the natural (NBO) method, atoms 1 to 6:
1. C -0.075
2. N -0.856
3. H 0.225
4. H 0.212
5. H 0.395
6. H 0.393



Entry 2:
Here is a single C4H2O molecule from OMol25. Energies are from ωB97M-V/def2-TZVPD.

Calculated values
- SMILES = O=c1c2c1C2
- LUMO energy (eV) = -0.4
- ΔE to the lowest compared entry with this formula, charge and spin (kcal per mole) = 57.1

Geometry as ORCA input:
```
! RIJCOSX wB97M-V def2-TZVPD def2/J DEFGRID3
* xyz 0 1
C -0.16019 0.71164 -0.03678
C -0.18824 -0.87860 -0.07505
C -1.37626 -0.04191 0.02032
C 1.01784 0.03054 0.03157
O -2.54143 0.01798 0.00472
H 1.70524 0.19414 -0.83297
H 1.54305 -0.03379 0.88820
*
```

Atomic partial charges in e from the natural (NBO) method, atoms 1 to 6:
1. C 0.046
2. C 0.043
3. C 0.430
4. C -0.441
5. O -0.515
6. H 0.223



Entry 3:
Here is a 2-piece molecular cluster, C3H11N2O overall from OMol25. Energies are from ωB97M-V/def2-TZVPD.

Calculated values
- LUMO energy (eV) = -2.8
- ΔE to the lowest compared entry with this formula, charge and spin (kcal per mole) = 95.3

Geometry as ORCA input:
```
! RIJCOSX wB97M-V def2-TZVPD def2/J DEFGRID3
* xyz 1 1
C -1.88961 0.20794 0.94976
C -0.54058 -1.25755 -0.48536
C -0.25098 1.23033 -0.57296
N 0.51717 0.82607 0.66947
N -0.58633 0.07087 0.16907
O 2.83900 -0.33325 0.44132
H -1.69717 1.02858 1.58406
H -2.73618 0.35383 0.28707
H -1.87569 -0.76653 1.54126
H 0.41508 -1.46158 -0.96709
H -0.70390 -2.09088 0.13313
H -1.21981 -1.31056 -1.28775
H 0.04916 1.18430 -1.62473
H -0.92162 2.16483 -0.33949
H 1.50135 0.43261 0.64726
H 3.34941 0.36242 0.06936
H 3.08787 -0.38882 1.38575
*
```

Atomic partial charges in e from the natural (NBO) method, atoms 1 to 6:
1. C -0.391
2. C -0.433
3. C -0.076
4. N -0.428
5. N -0.087
6. O -0.913



Entry 4:
Here is C4F24HfO16P2S5 as an isolated structure from OMol25. Energies are from ωB97M-V/def2-TZVPD.

Calculated values
- LUMO energy (eV) = 8.2
- ΔE to the lowest compared entry with this formula, charge and spin (kcal per mole) = 0.0

Geometry as ORCA input:
```
! RIJCOSX wB97M-V def2-TZVPD def2/J DEFGRID3
* xyz -4 1
Hf 0.34389 0.54508 -0.02677
S 2.36375 2.03780 0.89034
O 3.48360 2.79753 1.36564
O 1.26199 1.75534 1.85373
O 1.57604 2.58922 -0.26171
O 2.66001 0.64099 0.40270
C 4.17884 0.67855 -2.56402
F 4.38225 -0.59509 -2.22468
F 4.53730 1.45428 -1.54190
F 5.05177 0.95101 -3.57429
S 2.45697 1.00808 -3.14479
O 2.34739 0.13799 -4.28535
O 1.64052 0.63324 -1.99786
O 2.52893 2.41637 -3.42519
C 1.99833 -3.87348 -0.11177
F 2.39082 -4.99272 -0.75679
F 1.20091 -4.27069 0.87017
F 3.10131 -3.32427 0.41048
S 1.15809 -2.74602 -1.29494
O 0.04404 -3.53242 -1.73195
O 0.80750 -1.59868 -0.43134
O 2.19788 -2.45966 -2.23187
C -2.69278 2.37645 2.77545
F -1.77356 2.15367 3.71937
F -3.30861 1.22191 2.51031
F -3.61675 3.21677 3.31073
S -1.93106 3.11915 1.28437
O -1.08174 4.14686 1.82055
O -1.22592 1.94308 0.78344
O -3.05139 3.56283 0.51280
C -3.13906 -2.54109 1.03257
F -2.46547 -3.63523 0.64071
F -4.44291 -2.91788 1.13208
F -2.72149 -2.21398 2.25354
S -2.97467 -1.17584 -0.20570
O -3.08831 -1.87418 -1.44866
O -4.06465 -0.32115 0.17847
O -1.63650 -0.65650 0.11003
P -1.49419 1.75073 -2.81936
F -2.08703 3.22431 -3.14184
F -2.45127 1.02344 -3.88058
F -0.40096 1.94173 -3.97160
F -0.89193 0.25060 -2.33538
F -0.39562 2.33540 -1.74304
F -2.59987 1.58776 -1.67523
P 0.28259 -1.28081 3.30141
F 0.96662 -0.10352 4.13811
F -1.11122 -0.96029 4.03922
F -0.16900 -0.12641 2.09548
F -0.45887 -2.38895 2.43971
F 1.64163 -1.54231 2.51686
F 0.67184 -2.36899 4.43832
*
```

Atomic partial charges in e from the natural (NBO) method, atoms 1 to 6:
1. Hf 2.574
2. S 2.546
3. O -0.984
4. O -1.011
5. O -1.013
6. O -1.034